1.
DFT (wB97M-V/def2-TZVPD) results for a cluster of 13 separate species, C39H55ClN14O2S in total.

## Properties
- HOMO level: -0.288 Eh
- Energy: -3293.85777 Eh

Geometry (Å):
C 0.347 3.044 0.715
C 1.688 2.565 -0.104
C 2.211 1.049 0.278
Cl 4.003 0.973 -0.289
C 1.279 -0.159 -0.372
C -0.180 0.119 -1.135
C -1.131 -1.061 -1.774
C -2.581 -0.801 -2.533
C -3.156 0.726 -2.377
C -4.151 0.925 -1.050
C -5.564 0.101 -1.166
O -5.766 -0.808 -0.003
C -7.173 -0.827 0.426
O -7.745 0.082 1.258
C -0.641 -2.660 -1.726
N -1.388 -3.894 -2.271
S -0.295 -5.215 -1.824
N 1.044 -4.381 -1.033
C 0.792 -2.891 -0.965
C 1.762 -1.723 -0.265
C 3.123 -2.276 0.469
H -0.111 2.202 1.401
H 0.533 4.011 1.384
H -0.459 3.377 -0.099
H 2.563 3.303 0.237
H 1.596 2.643 -1.279
H 2.156 0.884 1.456
H -0.570 1.237 -1.203
H -3.343 -1.582 -2.053
H -2.375 -1.037 -3.685
H -3.874 0.907 -3.314
H -2.346 1.570 -2.429
H -4.441 2.079 -1.002
H -3.543 0.564 -0.107
H -6.467 0.870 -1.124
H -5.701 -0.499 -2.170
H -7.899 -1.714 0.095
H 3.778 -2.788 -0.356
H 3.686 -1.489 1.128
H 2.769 -3.147 1.203
C -6.122 3.457 1.630
C -4.832 3.427 0.922
N -3.812 3.403 0.362
H -6.749 2.598 1.366
H -5.988 3.437 2.717
H -6.694 4.360 1.392
C -8.709 0.847 4.259
C -7.764 1.934 4.565
N -7.018 2.793 4.807
H -9.152 0.965 3.264
H -8.220 -0.132 4.281
H -9.534 0.813 4.978
C 7.318 2.649 -0.738
C 8.380 3.213 0.112
N 9.219 3.659 0.784
H 6.405 2.452 -0.167
H 7.050 3.329 -1.554
H 7.625 1.702 -1.194
C -0.443 -7.029 1.923
C 0.501 -5.942 2.229
N 1.248 -5.083 2.471
H -0.887 -6.911 0.928
H 0.046 -8.008 1.945
H -1.268 -7.063 2.642
C 2.880 -9.556 0.726
C 1.922 -10.571 1.194
N 1.165 -11.373 1.564
H 3.597 -9.975 0.012
H 2.375 -8.723 0.225
H 3.458 -9.133 1.554
C 6.420 6.123 -4.016
C 5.645 4.919 -3.672
N 5.033 3.968 -3.400
H 6.168 6.494 -5.016
H 6.232 6.940 -3.312
H 7.497 5.928 -4.006
C -9.960 5.202 3.705
C -9.270 4.835 2.457
N -8.726 4.544 1.471
H -9.806 4.452 4.488
H -9.601 6.159 4.099
H -11.041 5.298 3.558
C 6.834 9.871 -1.679
C 7.523 9.503 -2.928
N 8.067 9.213 -3.914
H 6.988 9.121 -0.896
H 7.192 10.828 -1.286
H 5.753 9.966 -1.827
C 10.373 4.485 -5.058
C 9.415 3.470 -4.589
N 8.658 2.668 -4.219
H 11.090 4.066 -5.771
H 9.868 5.318 -5.558
H 10.951 4.908 -4.229
C -1.140 -13.616 2.099
C -1.753 -14.809 1.492
N -2.237 -15.752 1.012
H -1.829 -13.112 2.785
H -0.241 -13.869 2.671
H -0.844 -12.883 1.341
C 9.751 2.388 3.653
C 9.776 1.153 4.455
N 9.795 0.177 5.088
H 9.107 2.286 2.774
H 9.376 3.238 4.233
H 10.750 2.657 3.294
C -10.463 -2.649 -1.575
C -9.173 -2.679 -2.283
N -8.153 -2.702 -2.843
H -11.090 -3.507 -1.839
H -10.329 -2.669 -0.488
H -11.035 -1.746 -1.813


2.
DFT (wB97M-V/def2-TZVPD) results for a structure of composition C16H33N4Se2TcTe.

## Properties
- Spin multiplicity: 4
- Energy relative to the best compared isomer or geometry (same formula, charge and spin): 5.0 kcal/mol
- HOMO level (spin up / spin down): -0.626 / -0.626 Eh
- Total charge: +3
- Energy: -5999.21022 Eh

Geometry (Å):
Tc -0.185 -0.204 1.096
N -0.112 -1.205 -0.818
C -0.667 -2.602 -0.748
C -1.576 -2.737 0.457
N -0.902 -2.171 1.664
C -1.874 -1.980 2.786
C -1.274 -1.053 3.827
N -0.797 0.209 3.158
C 0.217 -3.075 2.118
C 1.572 -2.605 1.634
N 1.671 -1.135 1.816
H 0.847 -1.222 -1.176
H -0.634 -0.674 -1.517
H -1.219 -2.829 -1.659
H 0.163 -3.302 -0.702
H -2.503 -2.184 0.304
H -1.839 -3.784 0.625
H -2.786 -1.550 2.370
H -2.138 -2.941 3.234
H -2.005 -0.821 4.601
H -0.418 -1.504 4.325
H -1.559 0.886 3.159
H -0.077 0.647 3.732
H 0.213 -3.098 3.206
H 0.015 -4.095 1.787
H 2.361 -3.126 2.178
H 1.734 -2.804 0.576
H 1.869 -0.919 2.793
H 2.497 -0.818 1.286
C 4.499 -0.411 -2.452
Se 2.791 0.027 -1.625
C 3.270 1.709 -0.748
C 2.081 2.613 -0.528
Se 0.920 2.123 0.992
C -0.311 3.614 0.789
H 5.259 -0.505 -1.684
H 4.745 0.361 -3.174
H 4.358 -1.363 -2.957
H 3.959 2.210 -1.429
H 3.814 1.517 0.176
H 1.448 2.682 -1.411
H 2.411 3.612 -0.246
H 0.290 4.518 0.852
H -1.013 3.592 1.619
H -0.828 3.556 -0.165
Te -2.603 0.842 0.350
C -2.386 1.472 -1.608
C -1.165 1.892 -2.161
C -1.128 2.331 -3.471
C -2.296 2.354 -4.232
C -3.506 1.951 -3.683
C -3.563 1.517 -2.368
H -0.261 1.913 -1.561
H -0.195 2.667 -3.904
H -2.260 2.701 -5.256
H -4.410 1.983 -4.276
H -4.512 1.217 -1.943


3.
DFT (wB97M-V/def2-TZVPD) results for a cluster of 3 separate species, H6O3 in total.

## Properties
- Energy relative to the best compared isomer or geometry (same formula, charge and spin): 8.5 kcal/mol
- HOMO level: -0.402 Eh
- Energy: -229.31151 Eh

Geometry (Å):
O 9.597 3.536 11.257
H 9.867 4.450 11.163
H 10.244 3.155 11.850
O 7.536 3.938 9.302
H 7.700 4.864 9.481
H 8.077 3.471 9.938
O 8.351 6.433 12.046
H 7.489 6.021 12.092
H 8.170 7.342 11.806


4.
DFT (wB97M-V/def2-TZVPD) results for a cluster of 2 separate species, C34H32N3O6S3 in total.

## Properties
- HOMO level: -0.178 Eh
- Total charge: -1
- Energy: -3124.95641 Eh

Geometry (Å):
C -3.912 3.796 -2.807
N -3.530 3.864 -1.409
C -4.487 4.604 -0.599
C -2.429 3.214 -0.918
C -1.646 2.359 -1.758
C -0.705 1.508 -1.207
C -0.356 1.575 0.171
C 0.809 0.820 0.630
C 2.026 1.516 0.526
C 3.118 0.858 -0.207
O 3.069 -0.297 -0.654
N 4.277 1.621 -0.450
C 5.451 0.822 -0.754
C 4.139 2.891 -0.942
S 5.377 3.779 -1.654
N 2.834 3.368 -0.822
C 2.618 4.746 -1.285
C 2.094 2.983 0.340
O 1.594 3.847 1.069
C -1.027 2.511 0.962
C -2.064 3.292 0.458
H -3.667 2.829 -3.254
H -4.997 3.930 -2.869
H -3.439 4.581 -3.418
H -4.270 4.564 0.470
H -4.515 5.658 -0.921
H -5.485 4.168 -0.773
H -1.859 2.295 -2.829
H -0.274 0.776 -1.888
H 1.027 -0.143 0.291
H 6.302 1.486 -0.772
H 5.583 0.022 -0.016
H 5.335 0.345 -1.729
H 1.535 4.940 -1.291
H 3.121 5.456 -0.602
H 3.042 4.834 -2.301
H -0.668 2.623 1.991
H -2.550 4.008 1.130
C -4.600 -2.534 1.889
C -4.151 -1.249 1.535
C -2.791 -0.924 1.557
C -1.801 -1.877 1.912
C -0.340 -1.732 1.585
S 0.608 -3.233 2.197
C 2.269 -2.697 2.556
C 3.305 -3.362 1.926
C 4.606 -3.072 2.326
C 4.838 -2.157 3.351
C 3.766 -1.574 4.033
C 2.463 -1.894 3.675
O 0.205 -3.701 3.509
O 0.566 -4.191 1.097
S -0.175 -1.878 -0.181
C -1.031 -2.954 -1.369
C -0.162 -3.742 -2.127
C -0.620 -4.230 -3.349
C -1.867 -3.818 -3.844
C -2.592 -2.811 -3.195
C -2.135 -2.327 -1.983
O -0.891 -0.692 -0.670
O 1.221 -2.029 -0.500
C -2.300 -3.147 2.313
C -3.647 -3.493 2.252
H -5.673 -2.778 1.852
H -4.873 -0.492 1.220
H -2.449 0.066 1.272
H 3.085 -4.114 1.175
H 5.431 -3.590 1.847
H 5.859 -1.919 3.653
H 3.931 -0.894 4.864
H 1.611 -1.566 4.262
H 0.830 -3.955 -1.755
H 0.002 -4.934 -3.903
H -2.253 -4.240 -4.773
H -3.507 -2.382 -3.610
H -2.623 -1.457 -1.575
H -1.637 -3.958 2.583
H -3.954 -4.519 2.487


Q: Among the records above, which one has the highest energy?
A: H6O3